Computed, not measured: C14H19N3O4S in the gas phase at a distorted geometry, with ωB97M-V with the def2-TZVPD basis set.

Each line ends with the Löwdin charge.
Element x y z (Å)
1 O 3.3644 0.8967 0.5543  0.05
2 O -3.2135 -0.1391 0.8308  -0.33
3 O -2.8949 1.4316 -0.7906  -0.29
4 N 1.8466 0.8520 2.2491  0.13
5 O -1.6542 -0.8635 -3.7453  -0.02
6 C 2.2432 0.6354 0.9357  -0.41
7 C 2.5974 1.5995 3.0387  -0.59
8 C 0.6634 -1.5678 -1.7909  0.04
9 C -0.0155 0.0859 0.2512  0.02
10 C 1.3051 -0.2019 0.0965  -0.10
11 C 1.7297 -1.0068 -0.9918  -0.13
12 C -0.6947 -1.3679 -1.6626  -0.14
13 C -0.9805 -0.4778 -0.6592  -0.19
14 N 3.6874 2.1960 2.9710  0.22
15 N 1.9786 1.4487 4.2324  0.10
16 C 3.1526 -1.4452 -1.2494  -0.03
17 C -1.9073 -3.0913 -3.0781  -0.01
18 C -4.2267 -2.2908 -1.3795  -0.02
19 C -4.0285 -0.0547 -2.8491  -0.06
20 C -1.9242 -1.6069 -2.5502  -0.44
21 C -3.2839 -1.0546 -1.9228  -0.38
22 S -2.6949 0.0595 -0.5437  0.73
23 H -1.6125 0.0674 -3.5716  0.09
24 H 0.8834 -2.0980 -2.6634  0.10
25 H -0.5234 0.5923 1.0903  0.13
26 H 3.7469 3.1467 3.3526  0.16
27 H 3.9437 1.9609 2.0151  0.10
28 H 2.5856 0.9535 4.9267  0.12
29 H 1.1180 0.8747 4.1019  0.12
30 H 3.1429 -2.5363 -1.2695  0.09
31 H 3.9694 -1.0274 -0.6743  0.07
32 H 3.4249 -1.0005 -2.1689  0.07
33 H -2.6185 -3.0732 -3.9379  0.09
34 H -2.2212 -3.8816 -2.3465  0.09
35 H -0.8876 -3.3605 -3.5840  0.12
36 H -3.6582 -2.9657 -0.7025  0.09
37 H -4.5070 -2.9485 -2.1709  0.06
38 H -4.9814 -1.9749 -0.6858  0.07
39 H -4.1151 -0.4780 -3.8617  0.10
40 H -3.3717 0.8318 -3.0279  0.08
41 H -4.9519 0.2554 -2.4087  0.09

Results
LUMO level: 0.013 Ha
SMILES string: Cc1cc2c(cc1C(=O)N=C(N)N)S(=O)(=O)C(C)(C)[C@@]2(C)O
Kohn-Sham gap: 0.3471 hartree
Net charge: 0
ΔE to the lowest compared entry with this formula, charge and spin: 77.7 kcal/mol
E_tot: -38318.9230 eV

***

Computed, not measured: a molecular structure, C14H19N5O2S at a distorted geometry, with ωB97M-V with the def2-TZVPD basis set.

Each line ends with the Löwdin charge.
Element x y z (Å)
1 C 2.4895 1.7896 4.3378  -0.13
2 C 3.6885 2.3718 3.6131  -0.25
3 C 3.7904 2.2194 2.0200  -0.15
4 C 2.7409 3.2167 1.4328  -0.18
5 O 1.3222 2.9322 1.5485  -0.01
6 C 1.0473 1.6808 0.9865  -0.40
7 C 1.7856 0.9694 0.1312  -0.02
8 C 1.3269 -0.0171 -0.8319  0.00
9 C 0.0778 -0.4853 -0.4968  -0.16
10 C -0.7873 0.0991 0.5176  0.04
11 C -0.0216 1.1114 1.1195  -0.11
12 H -0.6418 1.7890 1.8662  0.18
13 H -1.8711 -0.1055 0.7635  0.13
14 N -0.5103 -1.7611 -1.1001  0.10
15 C -0.0853 -2.3199 -2.1569  -0.62
16 O 1.0091 -2.3298 -2.5085  0.11
17 C -1.1835 -3.5332 -2.3990  -0.44
18 H -0.5086 -4.2939 -2.9956  0.14
19 H -1.4995 -4.0819 -1.7922  -0.06
20 S -2.3197 -3.0490 -3.5176  1.02
21 C -3.4506 -2.2345 -2.4559  -0.52
22 N -3.1739 -2.3129 -0.9931  0.03
23 N -4.3625 -1.7740 -0.6730  -0.13
24 N -5.1963 -1.5891 -1.4605  0.09
25 N -4.5875 -1.7547 -2.9817  -0.07
26 C -5.3895 -1.8104 -4.0753  -0.03
27 H -5.5317 -2.6709 -4.3953  0.04
28 H -6.2626 -1.4545 -3.9751  0.05
29 H -4.7668 -1.1131 -4.5228  0.11
30 H -1.5564 -1.9519 -0.6912  0.13
31 H 1.9587 -0.6288 -1.5977  0.14
32 H 2.8127 1.4422 -0.4126  0.18
33 H 2.7968 4.1507 1.9085  0.10
34 H 2.9937 3.4207 0.4697  0.07
35 H 3.6301 1.3214 1.9452  -0.02
36 H 4.9430 2.4670 1.7113  0.17
37 H 3.8909 3.6039 3.8400  0.15
38 H 4.6764 1.6977 4.2696  0.17
39 H 2.6057 1.9320 5.3921  0.07
40 H 1.8268 2.3516 4.0152  -0.04
41 H 2.2934 0.7051 4.1443  0.11

Results
LUMO level: 0.018 Ha
Kohn-Sham gap: 0.3317 hartree
Net charge: 0
ΔE to the lowest compared entry with this formula, charge and spin: 334.2 kcal/mol
E_tot: -37191.8694 eV

***

Computed, not measured: a molecular structure, C14H20AlBBr10O8 at a distorted geometry, with ωB97M-V with the def2-TZVPD basis set.

Each line ends with the Löwdin charge.
Element x y z (Å)
1 Al 2.1321 6.3231 4.1364  1.06
2 O 0.1721 5.0409 2.4870  0.04
3 C 0.5118 4.2608 1.6433  -0.38
4 O -0.2308 3.6111 0.7920  0.26
5 B 0.5570 2.5118 0.1969  -0.83
6 O 1.9528 2.8232 0.5891  0.26
7 C 1.9871 3.8085 1.4233  -0.39
8 O 2.9012 4.1941 2.1101  0.00
9 O 0.5185 2.4596 -1.2403  0.31
10 C 0.1955 1.2371 -1.6612  -0.31
11 O 0.1095 0.8750 -2.7896  -0.08
12 C -0.1094 0.4063 -0.4500  -0.39
13 O 0.0882 1.1338 0.6416  0.17
14 O -0.4095 -0.7563 -0.4563  0.11
15 Br 2.5875 -1.2904 1.9640  0.75
16 C 0.9537 -2.4207 1.8810  -0.62
17 C 0.9965 -3.1349 0.5286  -0.73
18 Br 1.9873 -4.7818 0.7076  0.77
19 H 0.0778 -1.7859 2.0091  0.01
20 H 0.8554 -3.1442 2.6886  0.07
21 H 1.3267 -2.5091 -0.2947  0.04
22 H -0.0185 -3.4415 0.2550  0.02
23 Br -4.0078 0.7583 -4.4178  0.79
24 C -2.5860 -0.6099 -4.5598  -0.56
25 C -1.5703 -0.2855 -3.4754  -0.62
26 Br 0.0974 -1.1989 -3.8626  1.12
27 H -2.2572 -0.5436 -5.5915  0.08
28 H -3.0354 -1.5932 -4.4409  0.06
29 H -1.9044 -0.4318 -2.4514  0.05
30 H -1.3276 0.7798 -3.5371  0.07
31 Br -1.9766 -4.1268 -2.4624  0.74
32 C -2.6245 -3.1773 -0.8480  -0.66
33 C -2.6794 -4.2105 0.2348  -0.62
34 Br -3.3315 -3.3325 1.9185  0.69
35 H -3.6343 -2.8486 -1.0873  0.07
36 H -1.9635 -2.3309 -0.6804  0.01
37 H -1.6694 -4.5251 0.4904  0.03
38 H -3.2776 -5.0937 0.0300  0.07
39 Br -2.1897 0.1088 2.5671  0.79
40 C -3.2703 -0.0791 0.9529  -0.70
41 C -3.3426 1.2812 0.2288  -0.56
42 Br -4.4409 0.9936 -1.4000  0.76
43 H -4.3153 -0.3110 1.1408  0.06
44 H -2.7393 -0.8389 0.3955  -0.02
45 H -2.3638 1.6430 -0.0715  0.04
46 H -3.8490 2.0500 0.8032  0.08
47 Br 6.7282 0.8005 -0.2741  0.69
48 C 5.3986 1.0143 1.1536  -0.72
49 C 5.8721 2.1198 2.0378  -0.64
50 Br 4.7776 2.1523 3.7064  0.62
51 H 5.2468 0.0226 1.5713  0.02
52 H 4.4255 1.3186 0.7597  0.04
53 H 5.7845 3.1088 1.6005  0.06
54 H 6.8832 1.9653 2.4073  0.05

Results
LUMO level: -0.450 Ha
Kohn-Sham gap: 0.0643 hartree
Net charge: +2
ΔE to the lowest compared entry with this formula, charge and spin: 0.0 kcal/mol
E_tot: -738902.2984 eV

***

Computed, not measured: C14H20ClNO2 in the gas phase, with ωB97M-V with the def2-TZVPD basis set.

Each line ends with the Löwdin charge.
Element x y z (Å)
1 C -4.5907 -0.4423 -1.4144  -0.08
2 H -4.3776 0.0961 -2.3337  0.08
3 H -5.1572 0.2084 -0.7544  0.06
4 H -5.2022 -1.3105 -1.6474  0.07
5 C -3.2842 -0.8902 -0.7599  -0.27
6 N -2.3607 0.2150 -0.6244  -0.19
7 C -0.9594 -0.0663 -0.7437  -0.14
8 H -0.8147 -0.7702 -1.5688  0.13
9 C -0.2094 -0.6209 0.4961  -0.32
10 C -0.5597 -2.0586 0.8434  -0.02
11 H -1.5944 -2.1276 1.1626  0.07
12 H 0.0814 -2.4112 1.6484  0.08
13 H -0.4092 -2.6982 -0.0228  0.09
14 H -0.3823 0.0458 1.3494  0.13
15 O 1.1960 -0.5961 0.2050  -0.04
16 C 1.8502 0.5371 0.4288  -0.46
17 O 1.3354 1.5434 0.8593  0.11
18 C 3.2973 0.4706 0.0749  -0.13
19 C 3.9271 1.6956 -0.1498  -0.01
20 C 5.2624 1.7654 -0.4887  -0.07
21 C 6.0010 0.5975 -0.6003  -0.07
22 C 5.4020 -0.6262 -0.3661  -0.11
23 C 4.0563 -0.6956 -0.0311  -0.58
24 Cl 3.3943 -2.2541 0.2771  0.76
25 H 5.9719 -1.5392 -0.4386  0.10
26 H 7.0468 0.6372 -0.8645  0.11
27 H 5.7275 2.7232 -0.6633  0.10
28 H 3.3296 2.5890 -0.0479  0.12
29 H -0.4583 0.8710 -1.0139  0.13
30 C -2.7343 1.2699 0.2969  -0.23
31 C -3.1716 0.8409 1.7033  -0.08
32 H -2.4205 0.2202 2.1845  0.06
33 H -4.1079 0.2889 1.6715  0.06
34 H -3.3231 1.7285 2.3124  0.07
35 H -1.8784 1.9421 0.3813  0.12
36 H -3.5550 1.8374 -0.1574  0.11
37 H -2.8110 -1.6359 -1.4028  0.12
38 H -3.5172 -1.3797 0.1990  0.10

Results
LUMO level: 0.018 Ha
SMILES string: CCN(CC)C[C@@H](C)OC(=O)c1ccccc1Cl
Kohn-Sham gap: 0.3147 hartree
Net charge: 0
ΔE to the lowest compared entry with this formula, charge and spin: 1.7 kcal/mol
E_tot: -32950.2531 eV

***

Computed, not measured: a molecular structure, C14H20F4IrN2O3PS3, with ωB97M-V with the def2-TZVPD basis set.

Each line ends with the Löwdin spin population.
Element x y z (Å)
1 Ir -0.1171 -0.4138 0.0340  1.88
2 C 1.3702 -0.1663 2.8076  0.01
3 N 0.0421 0.1246 2.2563  0.12
4 C -0.9748 -0.5301 3.0834  0.01
5 C -0.2371 1.5717 2.1956  0.02
6 C 0.5481 2.2603 1.1009  0.03
7 N 0.4025 1.5408 -0.1641  0.25
8 C 0.9824 2.1042 -1.2912  0.02
9 C 0.8002 1.5161 -2.5496  0.03
10 F 0.0294 0.4132 -2.6723  0.05
11 C 1.3751 2.0049 -3.7048  0.00
12 F 1.1313 1.3563 -4.8545  0.00
13 C 2.1735 3.1289 -3.7013  0.03
14 C 2.3644 3.7348 -2.4786  0.00
15 F 3.1365 4.8285 -2.3902  0.00
16 C 1.7942 3.2541 -1.3143  0.03
17 F 2.0859 3.9385 -0.1887  0.01
18 H 1.4406 0.1948 3.8411  0.00
19 H 2.1398 0.3054 2.2020  0.01
20 H 1.5341 -1.2422 2.7909  0.00
21 H -0.9302 -0.1576 4.1145  0.00
22 H -0.8139 -1.6056 3.0837  0.00
23 H -1.9592 -0.3216 2.6754  0.00
24 H 0.0017 2.0417 3.1595  0.00
25 H -1.3095 1.6830 2.0201  0.00
26 H 1.6040 2.3040 1.3860  0.02
27 H 0.1930 3.2918 1.0295  0.00
28 H 2.6294 3.5089 -4.6014  0.00
29 S 4.8659 -1.1421 -1.0565  0.56
30 C 3.3754 -0.5464 -0.5562  0.05
31 S 3.7157 0.9087 0.2003  0.42
32 S 1.9196 -1.3937 -0.8016  0.22
33 C -3.9038 -1.8442 1.3378  0.00
34 O -2.6453 -2.4571 1.0619  0.01
35 P -1.7401 -2.0611 -0.2018  0.10
36 O -1.1883 -3.4917 -0.6348  0.02
37 C -0.1715 -4.1698 0.1073  0.01
38 O -2.8880 -1.8446 -1.2818  0.03
39 C -2.6244 -1.2292 -2.5493  0.01
40 H -4.3371 -2.3918 2.1710  0.00
41 H -4.5568 -1.9108 0.4716  0.00
42 H -3.7795 -0.7972 1.6170  0.00
43 H 0.2847 -4.8873 -0.5699  0.00
44 H -0.6274 -4.6900 0.9498  0.00
45 H 0.5931 -3.4758 0.4613  0.00
46 H -3.5685 -1.2332 -3.0873  0.00
47 H -1.8810 -1.8010 -3.1021  0.00
48 H -2.2790 -0.2115 -2.4061  0.01

Results
LUMO level (alpha / beta): 0.009 / -0.056 Ha
Spin multiplicity: 5
Kohn-Sham gap (alpha / beta): 0.2655 / 0.2381 hartree
Net charge: 0
ΔE to the lowest compared entry with this formula, charge and spin: 0.0 kcal/mol
E_tot: -79466.8055 eV

***

Computed, not measured: C14H20F4N3O4P in the gas phase, with ωB97M-V with the def2-TZVPD basis set.

Each line ends with the Löwdin charge.
Element x y z (Å)
1 C 0.6481 -4.3783 -1.2658  -0.10
2 C -0.8000 -4.1286 -0.8573  -0.21
3 C -1.2234 -2.6738 -1.0669  -0.18
4 O -1.4548 -2.0833 0.2211  -0.15
5 C -1.5625 -0.6905 0.3220  -0.49
6 C -2.0351 -0.0717 -0.9096  -0.23
7 N -2.4412 0.3084 -1.9171  0.23
8 P -2.9786 -0.3564 1.6450  0.93
9 N -4.0285 -1.6206 1.2136  -0.15
10 O -3.7407 0.8933 0.9331  -0.29
11 C -0.2003 -0.0221 0.7643  -0.26
12 C 0.6825 -0.0045 -0.4099  -0.15
13 N 1.3261 -0.0317 -1.3596  0.24
14 C -0.5027 1.4080 1.2738  -0.10
15 C 0.5588 2.4841 1.1531  -0.15
16 O 0.5125 3.0459 -0.1657  -0.02
17 C 1.6519 3.7703 -0.4649  -0.48
18 O 1.9012 4.7832 0.1284  0.14
19 C 2.5074 3.2283 -1.5662  -0.15
20 C 2.7616 4.3125 -2.6247  -0.08
21 C 0.5021 -0.9256 1.8173  -0.39
22 F -0.4171 -1.3803 2.7191  0.10
23 F 1.0617 -2.0084 1.1978  0.11
24 C 1.6543 -0.2668 2.6070  -0.27
25 F 1.1730 0.6539 3.4820  0.10
26 F 2.2886 -1.2422 3.3195  0.09
27 H 0.7751 -4.2150 -2.3335  0.08
28 H 0.9513 -5.3932 -1.0208  0.07
29 H 1.3053 -3.7040 -0.7217  0.06
30 H -1.4788 -4.8027 -1.3743  0.10
31 H -0.8985 -4.3522 0.2050  0.11
32 H -2.1412 -2.6346 -1.6521  0.12
33 H -0.4324 -2.1444 -1.5927  0.11
34 H -4.2093 -1.6506 0.2122  0.05
35 H -3.6375 -2.5090 1.5033  0.04
36 H -4.1641 0.6674 0.0916  0.05
37 H -0.7764 1.3298 2.3228  0.12
38 H -1.3837 1.7962 0.7645  0.12
39 H 1.5687 2.1484 1.3862  0.12
40 H 0.3176 3.2682 1.8701  0.14
41 H 3.4544 2.9764 -1.0872  0.13
42 H 2.0819 2.3366 -2.0032  0.08
43 H 3.0869 3.8407 -3.5478  0.07
44 H 1.8382 4.8435 -2.8420  0.08
45 H 3.5105 5.0235 -2.2962  0.08
46 H 2.3869 0.1717 1.9261  0.17

Results
LUMO level: 0.024 Ha
SMILES string: CCCO[C@@](C#N)(P(N)O)[C@@](C#N)(CCOC(=O)CC)C(F)(F)C(F)F
Kohn-Sham gap: 0.3804 hartree
Net charge: 0
E_tot: -47660.9361 eV

***

- Look up the E_tot of the third one.
  -738902.2984 eV